{
  "formula": "C2H3BF4GaN3O2S",
  "method": "ωB97M-V/def2-TZVPD",
  "symbols": ["Ga", "N", "N", "C", "O", "O", "H", "H", "H", "S", "C", "N", "F", "B", "F", "F", "F"],
  "positions_angstrom": [[0.2210, -0.2062, -0.0102], [-1.6422, -0.7510, -0.7668], [-2.3743, 0.4506, -0.6533], [-1.6401, 1.6623, -0.6078], [-2.2098, 2.6993, -0.7988], [-0.3726, 1.5123, -0.2876], [-1.5622, -1.0712, -1.7308], [-2.0772, -1.4759, -0.2039], [-3.2367, 0.5053, -1.1739], [0.0652, -1.2994, 4.4180], [0.1619, -1.0827, 2.8486], [0.2255, -0.9489, 1.6731], [3.8759, -0.8464, 0.0872], [3.2827, 0.2106, -0.4012], [1.2847, -0.9620, -1.2257], [3.7196, 0.8298, -1.4660], [2.2786, 0.7735, 0.2992]],
  "nbo_charge": [1.94, -0.69, -0.51, 0.88, -0.59, -0.84, 0.40, 0.41, 0.40, -0.06, 0.26, -0.89, -0.48, 1.50, -0.73, -0.48, -0.51],
  "e_tot_ha": -3140.36055,
  "orbital_gap_ev": 9.1,
  "total_charge": 0
}

{
  "formula": "C2H3BN2O2S",
  "method": "ωB97M-V/def2-TZVPD",
  "symbols": ["O", "B", "O", "C", "C", "N", "N", "S", "H", "H", "H"],
  "positions_angstrom": [[-1.9917, -0.4386, 1.1559], [-0.8878, 0.1962, 0.7624], [-0.7646, 1.5854, 0.8786], [0.2539, -0.3745, -0.2266], [1.2312, -1.1856, -0.5707], [2.1269, -0.8775, -1.4947], [1.9645, 0.2422, -2.0338], [0.9496, 1.3172, -1.5435], [-2.6998, -0.0752, 1.7373], [-1.5029, 1.7847, 1.4195], [1.3207, -2.1743, -0.0843]],
  "nbo_charge": [-0.89, 1.06, -0.86, -0.33, -0.13, -0.22, -0.36, 0.51, 0.51, 0.47, 0.23],
  "e_tot_ha": -761.03857,
  "orbital_gap_ev": 9.1,
  "total_charge": 0
}

{
  "formula": "C2H3BN2O2S",
  "method": "ωB97M-V/def2-TZVPD",
  "symbols": ["O", "B", "C", "C", "N", "N", "S", "H", "O", "H", "H"],
  "positions_angstrom": [[-0.6704, -2.9528, 0.4281], [-0.7633, -1.8014, 0.1089], [-0.6158, -0.3065, -0.1702], [-0.4741, 0.4062, -1.3268], [-0.7196, 1.7236, -1.1998], [-1.1420, 2.0677, -0.0079], [-1.2997, 0.8153, 1.0028], [0.0587, 0.0365, -2.1932], [1.7914, 0.4472, 1.1258], [1.7834, -0.2753, 1.8309], [2.0514, -0.1604, 0.4014]],
  "nbo_charge": [-0.78, 1.06, -0.67, -0.03, -0.19, -0.36, 0.73, 0.23, -0.92, 0.47, 0.46],
  "e_tot_ha": -761.04416,
  "orbital_gap_ev": 9.9,
  "total_charge": 0
}